--- i ---
Computed, not measured: a 8-piece molecular cluster, C16H48O8 overall, with ωB97M-V/def2-TZVPD.

Values from the calculation:
LUMO, eV: 0.263
Frontier orbital gap, eV: 10.3
M, g mol⁻¹: 368.55
Highest occupied orbital energy, eV: -10.05
SMILES: CCO.CCO.CCO.CCO.CCO.CCO.CCO.CCO

Each line ends with the Mulliken charge.
Element x y z (Å)
C: 6.760 0.792 -6.023  -0.89
C: 6.183 -0.092 -4.981  -0.30
O: 6.704 0.275 -3.738  -0.51
H: 7.847 0.760 -5.939  0.25
H: 6.444 1.815 -5.817  0.28
H: 6.446 0.427 -7.000  0.31
H: 6.359 -1.148 -5.190  0.31
H: 5.094 -0.081 -5.012  0.25
H: 6.340 1.129 -3.493  0.30
C: 0.276 -8.752 -1.288  -1.02
C: 1.620 -8.060 -0.961  -0.15
O: 1.621 -6.806 -1.680  -0.52
H: 0.129 -8.981 -2.343  0.29
H: -0.527 -8.087 -0.971  0.27
H: 0.193 -9.686 -0.732  0.34
H: 2.447 -8.746 -1.143  0.27
H: 1.678 -7.877 0.112  0.24
H: 2.307 -6.205 -1.379  0.29
C: -0.022 0.636 -1.015  -0.94
C: -0.186 1.407 0.352  -0.18
O: -0.402 0.500 1.382  -0.50
H: -1.043 0.425 -1.335  0.23
H: 0.453 -0.314 -0.771  0.32
H: 0.528 1.224 -1.750  0.29
H: -0.921 2.200 0.211  0.27
H: 0.752 1.887 0.630  0.24
H: 0.207 -0.240 1.325  0.27
C: 0.926 -4.534 4.965  -1.04
C: 2.247 -3.982 4.404  -0.13
O: 2.040 -3.563 3.060  -0.52
H: 0.523 -5.372 4.396  0.29
H: 0.181 -3.750 5.102  0.27
H: 0.945 -4.957 5.970  0.35
H: 3.089 -4.669 4.481  0.31
H: 2.441 -3.029 4.897  0.20
H: 2.819 -3.549 2.500  0.28
C: -3.465 7.005 -0.902  -0.95
C: -4.094 8.362 -1.165  -0.26
O: -5.495 8.201 -1.212  -0.52
H: -3.645 6.267 -1.684  0.35
H: -3.790 6.615 0.062  0.26
H: -2.398 7.209 -0.810  0.29
H: -3.835 8.811 -2.124  0.26
H: -3.831 9.069 -0.379  0.27
H: -5.711 7.550 -1.883  0.30
C: 6.477 4.637 0.781  -1.04
C: 5.812 5.542 -0.225  -0.15
O: 5.546 4.838 -1.405  -0.52
H: 7.380 4.162 0.399  0.29
H: 5.770 3.866 1.088  0.26
H: 6.733 5.116 1.725  0.34
H: 6.448 6.398 -0.451  0.28
H: 4.884 5.952 0.175  0.24
H: 5.459 5.411 -2.170  0.30
C: -6.057 2.080 3.861  -0.93
C: -5.021 2.584 4.817  -0.23
O: -4.175 1.566 5.211  -0.52
H: -6.852 2.802 3.673  0.33
H: -6.627 1.258 4.295  0.27
H: -5.567 1.728 2.953  0.26
H: -5.497 3.028 5.691  0.29
H: -4.424 3.339 4.307  0.23
H: -3.509 1.420 4.536  0.31
C: -5.576 -3.340 -0.628  -0.97
C: -5.794 -4.241 -1.836  -0.19
O: -7.140 -4.750 -1.633  -0.53
H: -4.558 -2.951 -0.628  0.29
H: -5.669 -3.844 0.334  0.33
H: -6.297 -2.523 -0.625  0.27
H: -5.107 -5.076 -1.700  0.21
H: -5.764 -3.802 -2.833  0.29
H: -7.107 -5.288 -0.838  0.30

--- ii ---
Computed, not measured: a 8-piece molecular cluster, C16H48O8 overall, with ωB97M-V/def2-TZVPD.

Values from the calculation:
LUMO, eV: 0.484
Frontier orbital gap, eV: 10.1
M, g mol⁻¹: 368.55
Highest occupied orbital energy, eV: -9.64
SMILES: CCO.CCO.CCO.CCO.CCO.CCO.CCO.CCO

Each line ends with the Mulliken charge.
Element x y z (Å)
C: 2.985 -2.197 3.001  -0.53
C: 2.327 -3.375 3.752  -0.27
O: 3.387 -4.155 4.340  -0.54
H: 3.991 -1.904 3.278  0.42
H: 2.360 -1.293 2.994  0.11
H: 2.987 -2.321 1.908  0.02
H: 1.696 -4.031 3.153  0.27
H: 1.739 -2.998 4.589  0.25
H: 3.657 -4.774 3.654  0.29
C: 2.205 -2.364 -1.667  -0.30
C: 2.127 -3.693 -0.919  -0.12
O: 3.328 -4.431 -0.999  -0.56
H: 1.495 -1.637 -1.263  -0.08
H: 1.860 -2.451 -2.702  0.18
H: 3.195 -1.914 -1.665  0.33
H: 1.243 -4.266 -1.189  0.35
H: 1.935 -3.387 0.121  -0.08
H: 3.992 -4.014 -0.447  0.33
C: -0.617 -0.314 2.003  -1.06
C: -1.326 -0.193 0.663  0.01
O: -0.511 0.404 -0.319  -0.40
H: -1.177 -0.907 2.723  0.45
H: -0.309 0.656 2.384  0.21
H: 0.270 -0.921 1.784  0.06
H: -2.218 0.436 0.804  0.18
H: -1.717 -1.174 0.374  0.27
H: -0.926 0.166 -1.165  -0.01
C: -4.648 -1.977 -1.402  -1.28
C: -4.270 -0.842 -2.318  0.12
O: -2.867 -0.615 -2.295  -0.18
H: -4.351 -2.972 -1.746  0.31
H: -5.734 -2.001 -1.283  0.40
H: -4.225 -1.986 -0.394  0.24
H: -4.844 0.063 -2.085  0.04
H: -4.522 -1.071 -3.361  0.32
H: -2.579 -0.254 -3.155  0.16
C: 2.577 2.092 0.338  -0.80
C: 2.455 2.246 -1.173  -0.30
O: 1.728 1.137 -1.706  -0.46
H: 3.428 1.465 0.633  0.29
H: 1.745 1.698 0.917  0.08
H: 2.805 3.058 0.808  0.33
H: 3.336 2.422 -1.780  0.32
H: 1.800 3.127 -1.261  0.25
H: 0.962 0.881 -1.153  0.45
C: -3.527 2.907 -0.658  -0.28
C: -4.200 3.249 -1.970  -0.38
O: -3.295 3.431 -3.038  -0.54
H: -4.293 2.657 0.079  0.35
H: -2.863 3.705 -0.335  0.33
H: -2.956 1.985 -0.799  -0.25
H: -4.861 4.115 -1.908  0.35
H: -4.913 2.458 -2.241  0.14
H: -2.933 2.609 -3.375  0.29
C: -0.433 -1.181 -4.437  -1.03
C: -0.426 0.344 -4.277  -0.13
O: -1.773 0.819 -4.383  -0.58
H: 0.561 -1.582 -4.633  0.32
H: -1.131 -1.494 -5.211  0.32
H: -0.763 -1.580 -3.476  0.30
H: 0.247 0.755 -5.032  0.45
H: -0.051 0.628 -3.296  -0.05
H: -2.006 1.197 -5.233  0.29
C: 2.235 2.748 4.347  -0.57
C: 1.889 3.284 5.700  -0.35
O: 1.737 2.199 6.628  -0.54
H: 2.301 3.493 3.553  0.30
H: 1.458 2.075 3.959  0.04
H: 3.054 2.027 4.391  0.27
H: 0.938 3.812 5.752  0.27
H: 2.671 3.955 6.064  0.29
H: 2.563 1.966 7.057  0.30

--- iii ---
Computed, not measured: a 8-piece molecular cluster, C16H48O8 overall, with ωB97M-V/def2-TZVPD.

Values from the calculation:
LUMO, eV: 0.375
Frontier orbital gap, eV: 10.1
M, g mol⁻¹: 368.55
Highest occupied orbital energy, eV: -9.71
SMILES: CC(C)O.CC(C)O.CC(C)O.CC(C)O.CO.CO.CO.CO

Each line ends with the Mulliken charge.
Element x y z (Å)
C: -3.258 1.943 1.390  -1.42
C: -2.952 1.271 2.713  1.77
C: -2.818 2.280 3.814  -1.47
O: -4.042 0.413 3.079  -0.62
H: -3.448 1.194 0.615  0.28
H: -2.474 2.623 1.058  0.35
H: -4.215 2.461 1.489  0.35
H: -2.082 0.608 2.715  -0.58
H: -3.809 2.673 4.048  0.37
H: -2.183 3.106 3.482  0.35
H: -2.356 1.881 4.716  0.20
H: -3.941 -0.361 2.500  0.46
C: 2.906 -0.346 1.399  -1.54
C: 2.209 0.154 0.150  0.50
C: 1.820 -0.951 -0.806  -0.69
O: 1.018 0.876 0.464  -0.31
H: 2.235 -0.978 1.987  0.31
H: 3.202 0.478 2.047  0.37
H: 3.777 -0.958 1.151  0.40
H: 2.880 0.858 -0.351  0.27
H: 0.972 -1.523 -0.416  -0.02
H: 2.649 -1.649 -0.939  0.43
H: 1.454 -0.532 -1.743  0.07
H: 0.410 0.308 0.947  0.12
C: -0.873 -5.762 -1.829  -1.23
C: 0.459 -5.218 -1.362  0.57
C: 1.012 -4.278 -2.375  -1.03
O: 0.215 -4.456 -0.136  -0.45
H: -1.617 -4.974 -1.773  0.20
H: -1.180 -6.630 -1.245  0.38
H: -0.762 -6.108 -2.861  0.36
H: 1.178 -6.005 -1.121  0.30
H: 1.097 -4.734 -3.362  0.44
H: 2.004 -3.888 -2.138  0.27
H: 0.384 -3.388 -2.454  -0.04
H: 0.163 -5.092 0.586  0.27
C: 3.780 4.893 -2.101  -1.25
C: 2.883 5.298 -0.954  0.41
C: 3.002 4.357 0.236  -0.76
O: 3.176 6.652 -0.574  -0.58
H: 3.599 5.587 -2.926  0.33
H: 3.543 3.888 -2.457  0.33
H: 4.849 4.972 -1.884  0.36
H: 1.872 5.327 -1.365  0.20
H: 2.588 3.379 -0.056  -0.09
H: 2.461 4.674 1.121  0.35
H: 4.059 4.182 0.459  0.36
H: 4.051 6.651 -0.171  0.35
C: -1.316 -0.963 5.580  -0.60
O: -0.790 -0.901 4.277  -0.39
H: -0.465 -1.022 6.259  0.23
H: -1.923 -0.090 5.844  0.21
H: -1.952 -1.838 5.754  0.28
H: -1.536 -1.106 3.695  0.25
C: -1.134 -1.438 -4.128  -0.19
O: -0.137 -1.522 -5.189  -0.54
H: -1.951 -0.786 -4.430  0.38
H: -1.530 -2.446 -3.996  0.24
H: -0.562 -1.096 -3.270  -0.17
H: -0.338 -0.952 -5.932  0.28
C: -2.106 -1.960 0.464  -0.38
O: -3.199 -1.772 1.386  -0.50
H: -2.416 -2.620 -0.346  0.34
H: -1.899 -0.992 -0.003  -0.01
H: -1.197 -2.289 0.968  0.28
H: -3.508 -2.635 1.678  0.24
C: -0.268 1.926 -2.622  -0.35
O: -0.912 1.380 -1.450  -0.31
H: 0.579 2.537 -2.289  0.00
H: 0.143 1.113 -3.219  0.18
H: -1.003 2.554 -3.123  0.25
H: -0.479 1.762 -0.676  0.27

--- iv ---
Computed, not measured: C16H48O8 as an isolated structure, with ωB97M-V/def2-TZVPD.

Values from the calculation:
LUMO, eV: 0.055
Frontier orbital gap, eV: 8.7
M, g mol⁻¹: 368.55
Highest occupied orbital energy, eV: -8.64

Each line ends with the Mulliken charge.
Element x y z (Å)
C: -3.414 -0.511 -1.075  -0.85
C: -4.082 -1.691 -1.773  -0.11
O: -5.066 -1.005 -2.568  -0.52
H: -3.068 0.202 -1.824  0.21
H: -2.494 -0.842 -0.593  0.57
H: -4.034 -0.019 -0.326  0.61
H: -4.546 -2.373 -1.060  0.31
H: -3.264 -2.063 -2.389  0.17
H: -5.467 -1.746 -3.027  0.32
C: 0.108 0.565 0.687  0.58
C: -0.584 0.161 -0.524  0.20
O: 0.356 -0.451 -1.435  -0.92
H: -0.604 0.990 1.395  0.90
H: 0.942 1.266 0.657  -0.39
H: 0.484 -0.362 1.120  0.76
H: -0.996 1.005 -1.077  0.93
H: -1.406 -0.531 -0.341  -2.38
H: 0.665 -1.312 -1.143  -0.16
C: -1.695 1.857 3.279  -1.06
C: -0.236 1.363 3.480  0.45
O: -0.077 1.375 4.907  -0.63
H: -1.821 2.070 2.217  -0.07
H: -1.966 2.716 3.893  0.38
H: -2.337 1.032 3.589  0.35
H: 0.406 2.092 2.985  0.08
H: 0.036 0.458 2.937  0.28
H: 0.790 1.067 5.184  0.34
C: -0.716 -3.384 -0.285  -0.19
C: 0.793 -3.358 -0.462  -0.81
O: 1.130 -1.984 -0.345  -0.22
H: -0.998 -3.706 0.717  0.42
H: -1.105 -4.123 -0.986  0.33
H: -1.155 -2.425 -0.563  -0.33
H: 1.171 -3.644 -1.444  0.35
H: 1.163 -4.039 0.304  0.43
H: 2.058 -1.945 -0.101  0.20
C: -0.366 2.958 0.764  1.52
C: -1.385 3.842 1.522  -1.25
O: -1.625 4.922 0.637  -0.54
H: -0.927 2.515 -0.059  0.12
H: -0.088 2.163 1.456  -2.36
H: 0.531 3.499 0.462  0.44
H: -1.108 4.188 2.517  0.53
H: -2.315 3.309 1.721  0.57
H: -1.953 5.581 1.253  0.36
C: -0.643 -3.203 -4.035  -1.82
C: -0.505 -2.202 -2.891  1.42
O: 0.546 -1.266 -3.251  -0.80
H: -0.841 -2.676 -4.968  0.41
H: -1.473 -3.909 -3.991  0.35
H: 0.252 -3.744 -4.343  0.41
H: -0.260 -2.731 -1.970  -0.92
H: -1.343 -1.567 -2.602  0.05
H: 0.595 -0.645 -2.520  0.78
C: 2.414 0.550 -1.110  2.08
C: 3.813 0.210 -1.629  -1.09
O: 4.615 -0.284 -0.562  -0.51
H: 2.515 1.166 -0.217  0.32
H: 1.784 -0.252 -0.725  -2.05
H: 1.867 1.074 -1.894  0.16
H: 4.335 1.107 -1.963  0.45
H: 3.781 -0.417 -2.520  0.41
H: 5.557 -0.181 -0.718  0.30
C: 2.758 2.059 1.734  -1.35
C: 2.699 0.483 1.872  0.12
O: 1.585 0.124 2.610  -0.46
H: 3.672 2.484 1.318  0.44
H: 2.840 2.475 2.738  0.36
H: 1.850 2.487 1.310  0.30
H: 3.569 0.077 2.388  0.49
H: 2.694 -0.073 0.934  -0.11
H: 1.582 -0.829 2.723  0.30

The structure with the greatest stability is iii.

--- i ---
Computed, not measured: an isolated ion of composition C5H7N2 and charge +1, with ωB97M-V/def2-TZVPD.

Values from the calculation:
LUMO (alpha / beta), eV: -5.063 / -5.064
Frontier orbital gap (alpha / beta), eV: 7.8 / 7.8
M, g mol⁻¹: 95.12
Highest occupied orbital energy (alpha / beta), eV: -12.82 / -12.82
Charge: +1

Each line ends with the natural charge from an NBO analysis.
Element x y z (Å)
C: 0.364 -0.864 -0.739  0.23
C: -0.076 2.000 0.153  0.42
C: 2.522 -0.212 0.248  -0.17
C: -0.929 -0.208 -0.693  -0.18
C: -1.766 -0.827 0.337  -0.63
N: -0.638 1.169 -0.444  -0.17
N: 1.390 -0.500 -0.217  -0.30
H: 0.293 2.833 0.507  0.25
H: 3.293 0.391 -0.302  0.24
H: 2.737 -0.772 1.141  0.23
H: -1.243 -0.145 -1.806  0.28
H: -1.414 -0.371 1.339  0.23
H: -1.642 -1.955 0.283  0.28
H: -2.893 -0.537 0.194  0.26

--- ii ---
Computed, not measured: C5H7N2 as an isolated structure, with ωB97M-V/def2-TZVPD.

Values from the calculation:
LUMO (alpha / beta), eV: -5.114 / -5.115
Frontier orbital gap (alpha / beta), eV: 7.7 / 7.7
M, g mol⁻¹: 95.12
Highest occupied orbital energy (alpha / beta), eV: -12.79 / -12.79
Charge: +1

Each line ends with the natural charge from an NBO analysis.
Element x y z (Å)
C: -1.224 0.871 0.049  0.04
C: -0.034 -0.637 -0.228  0.33
C: -0.766 -2.783 -1.284  -0.06
C: 0.240 0.706 0.267  0.03
C: 1.441 1.546 -0.046  -0.66
N: -0.276 -1.571 -1.034  -0.26
N: -0.804 0.953 1.427  -0.61
H: -1.091 -3.500 -0.441  0.24
H: -0.809 -3.200 -2.282  0.24
H: 1.614 2.254 0.845  0.25
H: 1.273 2.113 -0.948  0.27
H: 2.440 1.007 -0.125  0.28
H: -1.356 0.315 2.068  0.47
H: -0.647 1.926 1.732  0.45

--- iii ---
Computed, not measured: an isolated ion of composition C5H7N2 and charge +1, with ωB97M-V/def2-TZVPD.

Values from the calculation:
LUMO, eV: -3.956
Frontier orbital gap, eV: 10.1
M, g mol⁻¹: 95.12
Highest occupied orbital energy, eV: -14.10
Charge: +1

Each line ends with the natural charge from an NBO analysis.
Element x y z (Å)
C: -0.884 -0.065 -0.584  0.61
C: -1.233 -2.056 0.966  0.33
C: -1.359 -0.490 0.683  -0.37
C: 0.044 0.975 -2.663  -0.45
C: 0.709 -0.920 2.215  -0.46
N: -0.403 0.363 -1.513  -0.19
N: -0.423 -1.262 1.508  -0.34
H: -2.271 -0.090 1.262  0.30
H: -0.856 1.655 -2.975  0.27
H: 0.793 1.683 -2.510  0.26
H: 0.302 0.148 -3.313  0.27
H: 1.504 -0.472 1.520  0.23
H: 1.208 -1.728 2.859  0.28
H: 0.672 -0.188 2.957  0.25

The structure with the greatest stability is i.